(1)
59
Properties=species:S:1:pos:R:3 method="wB97M-V/def2-TZVPD" lumo_energy_ha=0.0158 largest_force_ev_per_a=0.51 homo_lumo_gap_ev=9.0 smiles="O=C1CC[C@@H](C(=O)N2CCc3c(Cl)cccc3C2)CN1CCCN1CCOCC1" e_above_lowest_kj_mol=12.5
O -0.4428 -2.3503 2.7152
C 0.1396 -1.3447 2.3575
N 0.4394 -1.0895 1.0613
C 1.1525 0.1169 0.7299
C 0.3948 1.3229 1.3139
C 1.1808 2.5917 0.9837
O 1.9731 3.0684 1.7746
N 1.0152 3.1230 -0.2505
C 0.0545 2.7551 -1.2627
H -0.3257 1.7475 -1.1106
C -1.0902 3.7677 -1.2655
C -0.5500 5.1656 -1.3699
C 0.7754 5.4417 -1.0430
C 1.2651 6.7373 -1.1583
C 0.4478 7.7645 -1.5877
C -0.8761 7.5099 -1.9024
C -1.3594 6.2192 -1.7887
Cl -3.0203 5.9166 -2.1786
H -1.5291 8.3022 -2.2319
H 0.8351 8.7677 -1.6730
H 2.2955 6.9343 -0.9033
C 1.7060 4.3537 -0.5750
H 2.2390 4.6746 0.3240
H 2.4514 4.1561 -1.3588
H -1.7671 3.5674 -2.0978
H -1.6663 3.6751 -0.3396
H 0.5659 2.7830 -2.2321
C 0.2504 1.1451 2.8342
C 0.6269 -0.2655 3.3002
H 1.7147 -0.3548 3.3618
H 0.2190 -0.4602 4.2917
H -0.7780 1.3582 3.1276
H 0.9007 1.8663 3.3336
H -0.5987 1.3597 0.8633
H 1.2315 0.1916 -0.3566
H 2.1694 0.1048 1.1418
C 0.1076 -2.0583 0.0420
H -0.7774 -2.6019 0.3786
C 1.2389 -3.0668 -0.1721
C 0.7791 -4.2413 -1.0342
N -0.4675 -4.8216 -0.5696
C -0.9790 -5.8000 -1.5134
C -2.3420 -6.2988 -1.0348
O -2.2534 -6.8863 0.2390
C -1.7403 -5.9565 1.1666
C -0.3680 -5.4302 0.7497
H -0.0620 -4.6795 1.4776
H 0.3609 -6.2606 0.7512
H -1.6744 -6.4791 2.1217
H -2.4313 -5.1066 1.2638
H -2.7277 -7.0690 -1.7056
H -3.0432 -5.4505 -1.0077
H -1.0890 -5.3261 -2.4920
H -0.2947 -6.6625 -1.6141
H 0.6013 -3.8837 -2.0535
H 1.5889 -4.9933 -1.0777
H 1.5684 -3.4243 0.8039
H 2.0921 -2.5864 -0.6564
H -0.1272 -1.5396 -0.8910


(2)
58
Properties=species:S:1:pos:R:3 method="wB97M-V/def2-TZVPD" lumo_energy_ha=-0.0490 largest_force_ev_per_a=17.07 homo_lumo_gap_ev=6.5
C 2.0946 0.9973 -1.3345
H 1.5762 1.1874 -0.5360
H 2.2815 1.7193 -1.9645
C 1.4356 -0.0699 -2.2111
N 0.3505 0.5320 -2.8201
C -0.1851 0.1017 -3.9682
H -1.1730 0.7150 -4.2506
C -0.3028 -1.5961 -4.0491
H -0.5850 -1.8338 -5.0363
H 0.5002 -2.0575 -3.8495
H -1.2527 -1.9527 -3.2154
H 0.6997 0.2116 -4.5426
C -0.7696 0.5539 -1.8556
H -0.5519 0.3884 -0.6447
C -1.6350 1.7234 -1.8306
C -1.2629 3.0206 -0.8777
N -1.4786 2.7850 0.3491
C -0.5468 2.6746 1.4208
O 0.6536 2.4894 1.1745
C -1.1435 2.4450 2.9006
H -0.1493 2.5524 3.5618
H -1.9680 3.1662 3.1996
S -1.8649 0.7009 3.1858
C -0.9067 -0.2794 2.2390
C 0.7380 -0.7276 2.3877
C 1.2402 -1.4751 1.4474
N 0.7346 -2.0501 0.4825
C -0.6820 -2.2462 0.5217
C -1.2922 -2.8195 -0.4525
C -2.6606 -2.8237 -0.7535
C -3.3945 -2.0817 0.0606
C -2.7039 -1.1838 0.9211
C -1.4906 -1.2215 1.1965
H -3.3805 -0.3767 1.4286
H -4.4291 -1.8762 -0.2068
Cl -3.4536 -4.0295 -1.7892
H -0.4888 -3.7307 -1.1031
C 2.5310 -1.4956 1.6841
C 3.4365 -0.5454 2.4713
C 2.6055 -0.2671 3.8920
C 1.1706 0.4209 3.2594
H 1.3445 1.4611 3.1095
H 0.7264 0.5291 4.2782
H 2.5644 -1.0911 4.1870
H 3.2975 0.3706 4.4687
H 3.4515 0.3523 1.6873
H 4.4342 -0.7819 2.5270
H 2.8555 -2.5343 1.9202
H 3.2237 -1.8347 0.6383
H -2.4283 2.5805 0.8881
H -0.1046 2.8972 -1.0470
H -1.6371 3.7846 -1.2135
H -2.8033 1.3716 -1.6198
H -1.8520 2.1871 -2.9252
H -1.6903 -0.3297 -1.9362
H 1.0432 -0.9407 -1.4761
H 2.1360 -0.3018 -3.0392
H 3.1423 0.6349 -0.9399


(3)
75
Properties=species:S:1:pos:R:3 method="wB97M-V/def2-TZVPD" lumo_energy_ha="-0.1609 / -0.3778" largest_force_ev_per_a=5.69 homo_lumo_gap_ev="8.1 / 2.2" multiplicity=2 total_charge=+1
C 7.6066 -21.6166 3.6197
C 7.8805 -20.0369 3.4616
O 8.7815 -19.9983 2.3761
C 8.5929 -21.0837 1.5823
O 8.9699 -21.1798 0.3825
O 7.7967 -22.0330 2.2848
H 6.5982 -21.8191 3.9808
H 8.3798 -22.1281 4.1930
H 8.3210 -19.4576 4.2730
H 6.9839 -19.5021 3.1482
C 13.3907 -19.0737 -5.1019
C 14.3166 -17.9122 -5.5680
O 15.4987 -18.2574 -4.9284
C 15.4783 -19.4025 -4.3612
O 16.4910 -19.8930 -3.8551
O 14.2336 -19.9395 -4.4692
H 12.8804 -19.4209 -6.0003
H 12.6858 -18.6787 -4.3703
H 13.9972 -17.0099 -5.0466
H 14.2750 -17.6773 -6.6316
C 7.1721 -16.5939 0.0792
C 8.3504 -16.3259 -0.8514
O 8.1655 -17.2158 -1.9328
C 6.8239 -17.4435 -2.0330
O 6.2757 -18.1843 -2.8393
O 6.1700 -16.9977 -0.8970
H 6.8788 -15.7791 0.7411
H 7.2211 -17.4752 0.7187
H 9.2584 -16.7090 -0.3858
H 8.4290 -15.2647 -1.0876
C 11.7760 -23.1616 2.7038
C 12.2699 -22.9950 1.2533
O 11.9015 -24.2067 0.6361
C 11.0888 -24.9130 1.5326
O 10.3982 -25.9228 1.2852
O 10.9915 -24.3397 2.6790
H 11.1523 -22.2911 2.9071
H 12.6665 -23.2086 3.3305
H 13.3560 -22.9070 1.2779
H 11.8133 -22.1056 0.8190
C 9.4437 -17.3347 -6.0878
C 8.9586 -18.3723 -7.0666
O 9.2214 -19.7012 -6.7289
C 10.3901 -20.2923 -7.0628
O 11.0288 -19.9563 -8.0559
O 10.7472 -21.2850 -6.1161
C 11.9008 -22.0538 -6.3238
H 10.4859 -17.6107 -5.9274
H 8.9218 -17.2646 -5.1334
H 9.5878 -16.3680 -6.5702
H 9.4184 -18.1141 -8.0206
H 7.9178 -18.1434 -7.2955
H 11.9691 -22.4424 -7.3399
H 12.0386 -22.8081 -5.5491
H 12.8005 -21.4583 -6.1686
C 10.4022 -20.3556 -2.6338
C 11.0913 -19.2079 -1.9464
O 12.3916 -19.7185 -1.5602
C 12.4481 -20.9812 -1.9529
O 13.4052 -21.7438 -1.6632
O 11.3952 -21.3244 -2.7614
F 10.3892 -18.9111 -0.8697
H 10.0943 -20.0082 -3.6199
H 9.6077 -20.6736 -1.9587
H 11.2572 -18.3265 -2.5659
C 15.6778 -19.5938 0.4058
C 15.6149 -18.3781 -0.5123
O 16.4077 -17.4692 0.1780
C 16.6748 -17.8472 1.4023
O 17.2860 -17.1601 2.2012
O 16.2789 -19.0760 1.6132
F 14.4049 -17.9512 -0.7164
H 16.2759 -20.3372 -0.1213
H 14.6830 -19.9291 0.6990
H 16.1063 -18.6935 -1.4327


(4)
63
Properties=species:S:1:pos:R:3 method="wB97M-V/def2-TZVPD" lumo_energy_ha=0.0171 largest_force_ev_per_a=3.30 homo_lumo_gap_ev=9.6 smiles="Cc1ccccc1C[C@@]1(S(=O)(=O)F)COC(=O)[C@H]1OC#N.CC(C)=O.CC(C)=O.CC(C)=O"
C 2.1341 0.0243 -2.3121
C 3.0625 1.2139 -2.4518
C 4.3804 1.0339 -2.8597
C 5.2469 2.0978 -3.0276
C 4.8246 3.3926 -2.7665
C 3.5180 3.5965 -2.3587
C 2.6395 2.5278 -2.2045
C 1.2105 2.8429 -1.7908
C 0.2152 3.0999 -2.9700
S -1.2443 2.0198 -2.9516
O -1.0203 0.7794 -3.6162
O -2.3926 2.7101 -3.4541
F -1.5089 1.7320 -1.4387
C -0.4341 4.4832 -2.6107
O 0.6677 5.3939 -2.8324
C 1.1369 5.0335 -4.0544
O 1.7285 5.7226 -4.8124
C 0.7326 3.5607 -4.3355
O 1.8028 2.8752 -4.9880
C 1.5415 1.6582 -5.3618
N 1.4397 0.5249 -5.5521
H 1.1197 0.3342 -2.5590
H 2.3911 -0.7461 -3.0377
H 2.1094 -0.3636 -1.2913
H 4.7330 0.0295 -3.0738
H 6.2671 1.9542 -3.3656
H 5.5008 4.2294 -2.8904
H 3.1506 4.6008 -2.1689
H 0.8404 1.9882 -1.2162
H 1.1993 3.6714 -1.0844
H -0.9394 4.5575 -1.6530
H -1.1469 4.7770 -3.3878
H -0.1199 3.5141 -5.0267
C -1.0798 -1.0873 2.5865
C -1.0671 -0.4318 1.2323
O -0.3064 0.4768 0.9692
C -2.0479 -0.9613 0.2106
H -0.3340 -0.6174 3.2240
H -2.0591 -0.9705 3.0512
H -0.8465 -2.1496 2.4877
H -3.0697 -0.8399 0.5732
H -1.8516 -2.0172 0.0183
H -1.9344 -0.4099 -0.7167
C 0.9378 -5.4643 3.1646
C -0.4078 -5.5809 2.4916
O -1.2559 -4.7282 2.6228
C -0.6478 -6.8082 1.6474
H 0.9777 -4.5400 3.7371
H 1.0919 -6.3071 3.8401
H 1.7306 -5.4523 2.4152
H -0.5589 -7.7064 2.2603
H 0.0799 -6.8513 0.8356
H -1.6487 -6.7662 1.2237
C -3.6152 -2.6649 5.6261
C -3.6031 -1.1882 5.9423
O -2.7395 -0.4586 5.5136
C -4.7170 -0.6644 6.8162
H -2.7649 -2.9093 4.9919
H -3.5482 -3.2445 6.5482
H -4.5350 -2.9272 5.1008
H -4.6954 -1.1616 7.7872
H -5.6819 -0.8440 6.3396
H -4.5885 0.4057 6.9636